A 14-piece molecular cluster, C5H39NO13S2 overall in a non-equilibrium geometry. Source: the OMol25 dataset; level of theory: wB97M-V/def2-TZVPD.

The geometry in XYZ format:
```
60
Properties=species:S:1:pos:R:3:forces:R:3
S 2.766860 -1.589958 -1.647919 0.0 0.0 0.6
S 1.938169 -2.721263 -3.123293 -0.5 0.3 -0.6
O -2.239054 -2.880852 0.028396 -0.2 -1.1 1.7
O -0.033944 -0.269428 -4.673855 -0.9 -3.4 2.9
O 0.665001 -1.039909 2.490958 0.8 1.4 0.7
O -1.047223 2.479214 3.122960 -2.8 -0.3 -0.8
O 1.082013 1.001865 3.989450 -4.1 2.2 -0.7
O 2.863518 0.500423 2.011499 -0.9 2.2 -1.0
O -2.199622 -0.794946 -2.747563 -0.2 -0.5 -0.2
O 0.478298 -3.640917 1.906220 2.1 -2.1 -8.4
O -1.985837 -0.938514 1.866933 -2.7 -1.4 -1.8
O 0.144560 2.160627 -3.854591 0.9 2.4 0.3
O -1.608462 2.419530 -1.497598 0.0 -2.3 0.2
O -2.952825 1.002743 0.403212 8.7 -0.8 2.2
O -0.148286 -4.613742 -0.917695 -1.3 0.7 -6.0
N 1.452228 1.458169 -0.364614 -2.5 -4.2 3.0
C 0.193986 0.545034 0.010319 0.1 1.8 1.7
C 1.170851 3.032604 1.494695 -2.4 2.6 0.2
C 0.256539 -0.833674 -0.564246 -1.6 -0.1 -3.2
C 1.553782 -1.648169 -0.300611 -1.6 1.6 -1.1
C 1.031042 2.776335 -0.006532 0.9 0.7 -1.6
H -2.606404 0.119263 0.965817 -0.4 1.9 -0.7
H 0.460955 1.782298 3.568681 1.9 -2.7 1.6
H 0.029872 2.861291 -0.430772 0.1 0.8 0.7
H 0.029920 -0.753718 -1.758379 1.2 -0.2 2.5
H 1.224172 -2.563841 0.043025 -0.4 -2.8 -0.8
H 0.511884 3.093700 -3.948434 -0.7 -1.8 0.1
H 1.943890 1.335525 4.071694 1.8 0.7 0.1
H -3.791917 0.894814 0.298388 -8.3 -0.9 -1.1
H 1.696480 1.064222 -1.243561 0.3 1.1 -1.4
H 1.408925 -0.377830 2.210980 -1.3 -1.2 1.0
H -0.716190 -1.360461 -0.314051 1.8 0.3 0.2
H -2.024518 -3.813359 -0.175415 0.0 1.1 -0.4
H 1.187157 -1.785716 -3.820393 0.5 -0.5 0.6
H -2.080299 1.781958 -0.875611 0.3 0.5 -0.6
H 0.690053 -2.756273 1.758785 0.3 2.4 0.4
H 0.377689 -0.633138 3.357578 0.8 -0.6 -1.1
H -0.793613 1.109405 -0.199542 2.3 -1.3 -0.1
H 0.092583 0.441010 1.153617 0.8 0.6 -1.8
H 2.725617 0.952944 1.119632 -0.4 -0.2 0.8
H -1.506464 2.416364 2.226526 1.1 0.0 1.4
H -1.634745 -1.281384 -3.365457 -0.1 0.0 0.4
H 3.337673 -0.234751 1.726383 1.7 -2.3 -0.4
H -1.069444 -0.730027 1.939434 1.7 -0.2 0.1
H 1.671957 3.429077 -0.598513 0.0 0.6 0.2
H -2.101335 -1.729109 1.192570 0.7 1.2 1.8
H -0.068245 -4.743416 -0.057449 1.0 -0.8 6.4
H 0.163638 3.547925 1.886160 2.5 -1.3 -0.8
H -2.405041 -2.341374 -0.720664 -0.2 0.1 -1.8
H -0.914663 -0.273070 -4.982981 -1.5 0.1 -0.6
H 0.422822 0.269230 -5.223105 2.3 2.9 -2.4
H 1.451744 2.185075 2.086372 -0.4 -0.4 -0.1
H 1.904705 3.795003 1.734927 0.4 0.1 -0.3
H -2.177039 3.143769 -1.416325 -1.2 2.1 -0.2
H -1.830055 2.361830 3.713917 1.0 0.0 -0.3
H -1.747630 0.043381 -2.644729 0.1 0.4 0.1
H 0.215718 -3.762859 2.703134 -2.6 -0.9 8.2
H -0.163396 2.162071 -2.926846 -0.1 -0.1 -0.4
H 1.984272 -1.402783 0.626449 1.3 1.3 0.7
H 0.717677 -4.652219 -1.307964 0.4 0.0 -0.2
```
Positions in Å, forces in eV/Å.

Kohn-Sham gap = 9.0888 eV
HOMO = -8.84 eV